No. 1
The following is a quantum chemistry calculation of the molecule C10H23B at a distorted geometry, from the Open Molecules 2025 dataset.

Results
**SMILES string**: CC(C)[C@H](C)B[C@@H](C)C(C)C
**Calculated total energy**: -11417.1732 eV
**Molar mass**: 154.11 g/mol
**Energy above the lowest of the compared OMol25 structures with the same formula, charge and spin**: 35.1 kcal/mol
**Frontier orbital gap**: 10.40 eV
**HOMO**: -9.767 eV

Element x y z (Å)
1 B -0.490 0.769 0.284
2 C -1.307 -1.415 -0.927
3 C 1.124 1.719 2.290
4 C -0.894 0.019 -3.671
5 C -2.362 1.199 -2.063
6 C 2.686 -0.728 2.171
7 C 0.384 -1.431 2.435
8 C -0.525 -0.094 -1.040
9 C 0.981 0.746 1.039
10 C -0.893 0.780 -2.282
11 C 1.353 -0.702 1.504
12 H -1.371 1.464 0.751
13 H -0.951 -1.875 -0.024
14 H -1.163 -2.060 -1.751
15 H -2.329 -1.185 -0.982
16 H 0.202 2.305 2.569
17 H 2.057 2.326 2.165
18 H 1.351 1.000 3.131
19 H -1.709 -0.732 -3.744
20 H -1.152 0.771 -4.401
21 H 0.016 -0.515 -4.046
22 H -2.551 1.667 -1.130
23 H -2.972 0.323 -2.037
24 H -2.662 1.818 -2.901
25 H 3.218 0.184 2.032
26 H 2.607 -0.787 3.319
27 H 3.306 -1.596 2.000
28 H 0.760 -1.631 3.381
29 H 0.031 -2.391 2.079
30 H -0.493 -0.872 2.652
31 H 0.610 -0.552 -1.131
32 H 1.715 0.992 0.151
33 H -0.167 1.630 -2.410
34 H 1.593 -1.145 0.585

***

No. 2
The following is a quantum chemistry calculation of the molecule C4H8N2O2 at a distorted geometry, from the Open Molecules 2025 dataset.

Results
**SMILES string**: C=C(O)N(C)C(N)=O
**Calculated total energy**: -11351.3760 eV
**Molar mass**: 116.12 g/mol
**Energy above the lowest of the compared OMol25 structures with the same formula, charge and spin**: 63.1 kcal/mol
**Frontier orbital gap**: 9.22 eV
**HOMO**: -8.552 eV

Element x y z (Å)
1 C -1.086 1.388 -0.601
2 N -0.035 0.592 0.028
3 C 1.152 0.170 -0.947
4 C -0.258 -0.338 0.965
5 N 1.248 -1.117 -1.342
6 C 0.405 -1.321 1.556
7 O -1.539 0.171 1.732
8 O 1.812 1.035 -1.486
9 H -1.328 1.058 2.060
10 H 0.435 -1.705 -1.245
11 H 1.873 -1.285 -2.121
12 H -1.247 2.265 0.029
13 H -0.767 1.724 -1.592
14 H -2.017 0.822 -0.689
15 H 1.309 -1.753 1.150
16 H 0.044 -1.705 2.503

***

No. 3
The following is a quantum chemistry calculation of a structure of composition C29H48AsCl5FN6O4PdSSi3, from the Open Molecules 2025 dataset.

Results
**Multiplicity**: 3
**Calculated total energy**: -212098.3058 eV
**<S²>**: 2.01
**Molar mass**: 1038.67 g/mol
**Energy above the lowest of the compared OMol25 structures with the same formula, charge and spin**: 0.5 kcal/mol
**Frontier orbital gap (alpha / beta)**: 7.03 / 5.81 eV
**Charge**: +1
**HOMO (alpha / beta)**: -9.496 / -10.294 eV

Element x y z (Å)
1 Pd -0.499 -0.662 -0.187
2 Cl -2.655 1.499 -2.017
3 C -3.290 -0.051 -1.511
4 C -2.487 -0.866 -0.749
5 C -3.040 -2.060 -0.305
6 Cl -2.015 -3.141 0.610
7 C -4.354 -2.427 -0.571
8 Cl -5.004 -3.898 0.028
9 C -5.146 -1.568 -1.345
10 Cl -6.773 -1.985 -1.692
11 C -4.610 -0.375 -1.826
12 Cl -5.581 0.687 -2.768
13 F -0.453 -3.645 4.804
14 C -0.075 -2.366 4.817
15 C 0.960 -1.933 4.095
16 N 1.351 -0.611 4.103
17 C 2.289 -0.118 3.115
18 C 1.633 -0.023 1.740
19 O 1.611 1.084 1.182
20 O 1.150 -1.088 1.270
21 C 0.658 0.341 4.823
22 O 0.888 1.534 4.758
23 N -0.324 -0.167 5.643
24 C -0.864 -1.450 5.634
25 O -1.869 -1.720 6.247
26 H 1.531 -2.597 3.464
27 H 3.167 -0.767 3.075
28 H 2.588 0.876 3.437
29 H -0.821 0.520 6.197
30 N 1.176 4.491 1.616
31 C 0.469 3.592 2.604
32 C -0.948 3.387 2.100
33 N -0.997 2.827 0.757
34 C -0.261 3.640 -0.192
35 C 1.179 3.887 0.235
36 H 2.131 4.677 1.925
37 H 0.689 5.391 1.581
38 H 0.520 4.061 3.585
39 H 1.019 2.651 2.604
40 H -1.493 4.339 2.091
41 H -1.455 2.717 2.797
42 H -0.598 1.879 0.784
43 H -0.789 4.591 -0.327
44 H -0.243 3.139 -1.163
45 H 1.705 4.573 -0.426
46 H 1.717 2.945 0.325
47 C 2.272 -0.034 -5.289
48 Si 0.992 0.441 -4.019
49 C 0.997 2.307 -3.804
50 C -0.664 -0.188 -4.588
51 As 1.374 -0.439 -1.828
52 Si 1.040 -2.811 -2.191
53 C 1.501 -3.785 -0.670
54 C 2.148 -3.352 -3.605
55 C -0.729 -3.162 -2.724
56 Si 3.713 -0.282 -1.347
57 C 4.729 -0.479 -2.904
58 C 4.189 -1.588 -0.100
59 C 4.088 1.444 -0.735
60 H 1.874 0.322 -6.243
61 H 2.425 -1.106 -5.373
62 H 3.238 0.436 -5.135
63 H 1.311 2.798 -4.726
64 H 1.684 2.618 -3.014
65 H -0.001 2.671 -3.554
66 H -0.859 0.191 -5.593
67 H -1.478 0.126 -3.940
68 H -0.673 -1.274 -4.642
69 H 2.579 -3.924 -0.613
70 H 1.030 -4.767 -0.754
71 H 1.175 -3.321 0.262
72 H 3.153 -2.942 -3.562
73 H 1.711 -3.089 -4.568
74 H 2.235 -4.440 -3.570
75 H -1.179 -3.888 -2.048
76 H -0.704 -3.596 -3.723
77 H -1.386 -2.295 -2.754
78 H 4.430 -1.291 -3.560
79 H 5.756 -0.674 -2.586
80 H 4.736 0.440 -3.485
81 H 4.580 -2.472 -0.604
82 H 3.359 -1.895 0.531
83 H 4.982 -1.189 0.536
84 H 3.792 2.190 -1.475
85 H 5.168 1.530 -0.596
86 H 3.593 1.661 0.207
87 C -4.215 -1.039 3.752
88 N -4.218 -0.044 2.690
89 C -5.317 0.632 2.204
90 C -4.875 1.502 1.269
91 N -3.511 1.348 1.201
92 C -3.105 0.402 2.071
93 S -1.518 -0.161 2.322
94 H -5.232 -1.158 4.114
95 H -3.573 -0.715 4.566
96 H -3.842 -1.988 3.372
97 H -6.309 0.416 2.550
98 H -5.407 2.191 0.642
99 H -2.844 1.912 0.669